1.
ORCA calculation (ωB97M-V/def2-TZVPD) on C18H25N5O3S in the gas phase in a non-equilibrium geometry.

Properties
- largest force on an atom (Eh/bohr) = 0.0240
- SMILES = COc1ccc(NC(=O)CSc2nnc(C3CCCCC3)n2N)cc1OC
- net charge = 0
- energy relative to the best compared isomer or geometry (same formula, charge and spin) (kcal/mol) = 90.66
- Kohn-Sham gap (eV) = 7.63

Positions of all 52 atoms, in Å:
C1 -7.346667 -0.581206 -1.572632
O1 -6.204391 -0.964192 -0.850828
C2 -4.982145 -0.752969 -1.420037
C3 -4.764186 -0.173429 -2.656923
C4 -3.480305 -0.001914 -3.156994
C5 -2.394783 -0.417895 -2.408235
C6 -2.596547 -1.003978 -1.155009
C7 -3.871359 -1.174575 -0.652934
O2 -4.163802 -1.731067 0.554600
C8 -3.097855 -2.179554 1.354274
H1 -2.421919 -1.361478 1.624652
H2 -3.557517 -2.580258 2.256416
H3 -2.524548 -2.969338 0.857989
H4 -1.732289 -1.317868 -0.590637
N1 -1.066096 -0.300696 -2.831661
C9 -0.585615 0.305251 -3.933955
O3 -1.226280 0.865399 -4.797759
C10 0.941077 0.204615 -4.030241
H5 1.299388 -0.792501 -3.778108
H6 1.250487 0.484967 -5.036833
S1 1.804645 1.376657 -2.938854
C11 1.771445 0.510768 -1.433429
N2 1.111215 -0.574023 -1.129516
N3 1.397055 -0.882048 0.150746
C12 2.227603 -0.000237 0.621629
N4 2.506183 0.924822 -0.356131
N5 3.349151 2.025741 -0.271728
H7 2.810392 2.885503 -0.372459
H8 4.028313 1.994612 -1.031352
C13 2.804284 0.004827 1.987309
C14 4.327259 -0.165275 1.929736
C15 4.903512 -0.204596 3.340968
C16 4.544907 1.069374 4.099513
C17 3.031062 1.251441 4.148344
C18 2.453121 1.294225 2.737557
H9 2.872472 2.146151 2.199623
H10 1.368057 1.411321 2.779824
H11 2.783669 2.175794 4.673855
H12 2.582775 0.422157 4.699983
H13 4.946580 1.023629 5.113483
H14 4.996640 1.928195 3.597970
H15 5.988336 -0.316070 3.290841
H16 4.502055 -1.069844 3.873097
H17 4.758806 0.674557 1.382026
H18 4.572494 -1.087352 1.398434
H19 2.365387 -0.850207 2.510965
H20 -0.376268 -0.669722 -2.166878
H21 -3.331282 0.452753 -4.121105
H22 -5.595387 0.156355 -3.258755
H23 -8.194452 -0.846236 -0.942576
H24 -7.422440 -1.117932 -2.524541
H25 -7.362238 0.497342 -1.763729

Cartesian forces (eV/Å) of the 6 atoms listed first:
C -0.133 0.056 -0.105
O 0.333 -0.074 0.136
C -0.027 -0.029 0.068
C -0.225 -0.161 0.356
C 0.294 0.039 -0.106
C -0.493 0.170 -0.205

Löwdin atomic charge list, values in e, 8 entries: -0.091, -0.072, -0.207, -0.012, -0.014, -0.214, 0.049, -0.197

2.
ORCA calculation (ωB97M-V/def2-TZVPD) on a molecular structure, C18H25N8PdSi in a non-equilibrium geometry.

Properties
- largest force on an atom (Eh/bohr) = 0.0255
- net charge = -1
- energy relative to the best compared isomer or geometry (same formula, charge and spin) (kcal/mol) = 17.96
- Kohn-Sham gap (eV) = 6.35

Positions of all 53 atoms, in Å:
Pd1 0.000200 -0.237900 1.126600
C1 3.674200 -1.421400 -0.204600
C2 3.388700 0.045100 -0.030700
C3 4.390100 0.990100 -0.204900
C4 4.063200 2.334900 -0.035500
C5 2.780500 2.684700 0.288400
C6 1.798900 1.674900 0.455500
N1 2.148500 0.370800 0.291500
N2 0.520800 1.881300 0.742600
Si1 -0.251800 3.135300 1.577100
C7 -2.127400 2.773800 1.466700
C8 -0.024400 4.953600 0.969200
C9 0.245600 3.181500 3.437700
H1 4.015200 -1.621700 -1.220900
H2 2.751400 -1.966600 -0.020500
H3 4.445000 -1.752800 0.491200
H4 5.400200 0.692900 -0.452400
H5 4.827400 3.096800 -0.151800
H6 2.495400 3.713400 0.434000
H7 -2.530500 3.027000 0.490700
H8 -2.690400 3.323700 2.215800
H9 -2.289400 1.711800 1.633700
H10 -0.207500 5.054000 -0.096900
H11 0.980500 5.314300 1.167900
H12 -0.713100 5.617500 1.484300
H13 0.135000 2.191700 3.876300
H14 -0.363400 3.875000 4.012800
H15 1.285400 3.476800 3.558600
N3 -4.440100 -0.488300 0.627500
C10 -3.523700 -0.644400 -0.355800
N4 -2.362500 -0.922600 0.157600
C11 -2.578100 -0.910000 1.512700
N5 -3.836800 -0.654800 1.826900
C12 -1.459900 -1.008200 2.437800
C13 -1.481800 -0.296100 3.656500
N6 -0.505500 -0.347600 4.539400
C14 0.579300 -1.048900 4.153900
C15 0.609900 -1.777000 2.983600
N7 -0.462000 -1.917900 2.152200
H16 -5.405700 -0.205100 0.589100
H17 -3.750300 -0.548000 -1.397700
H18 -2.349900 0.305000 3.907900
H19 1.423700 -1.033000 4.833500
H20 1.458900 -2.419300 2.751100
C16 1.374000 -4.954100 -0.033400
C17 0.011600 -4.258800 -0.088000
C18 0.134800 -2.877500 -0.513800
N8 0.229000 -1.766000 -0.793200
H21 1.258200 -5.974900 0.326400
H22 2.032300 -4.419100 0.644500
H23 1.839100 -4.979300 -1.016200
H24 -0.438300 -4.236800 0.910400
H25 -0.658600 -4.786600 -0.775200

Cartesian forces (eV/Å) of the 6 atoms listed first:
Pd 0.513 0.811 0.473
C -0.156 0.067 0.053
C 0.242 0.061 -0.046
C 0.240 0.041 -0.060
C 0.074 -0.101 0.036
C 0.029 0.101 0.069

Löwdin atomic charge list, values in e, 8 entries: 0.707, -0.046, -0.362, -0.093, -0.115, -0.049, -0.462, 0.078

3.
ORCA calculation (ωB97M-V/def2-TZVPD) on C18H25NO2 in the gas phase.

Properties
- largest force on an atom (Eh/bohr) = 0.0125
- SMILES = CC1(C)[C@H]2CC[C@]1(C)[C@H](OC(=O)CNc1ccccc1)C2
- net charge = 0
- energy relative to the best compared isomer or geometry (same formula, charge and spin) (kcal/mol) = 0.00
- Kohn-Sham gap (eV) = 8.72

Positions of all 46 atoms, in Å:
C1 -1.502064 -1.371239 3.024433
H1 -0.948737 -2.095951 2.438891
H2 -0.803178 -0.869420 3.690039
H3 -2.219704 -1.912489 3.638170
C2 -2.242940 -0.340083 2.172243
C3 -2.983676 0.574932 3.148141
H4 -2.288163 0.966757 3.887046
H5 -3.745764 0.002908 3.673850
H6 -3.466542 1.414464 2.662774
C4 -3.148304 -0.960659 1.088348
H7 -3.944276 -1.609873 1.450040
C5 -3.647144 0.269418 0.322200
H8 -3.961531 0.006610 -0.687318
H9 -4.499838 0.726278 0.823210
C6 -2.415380 1.194477 0.322170
H10 -2.049834 1.387360 -0.684181
H11 -2.624092 2.156509 0.788696
C7 -1.366816 0.411176 1.135376
C8 -0.222789 1.260219 1.652816
H12 -0.596153 2.048062 2.302676
H13 0.486998 0.652894 2.210014
H14 0.303499 1.721748 0.819778
C9 -0.907941 -0.753519 0.233798
H15 -0.036721 -1.264757 0.654891
C10 -2.143765 -1.673617 0.174792
H16 -1.911076 -2.679608 0.520004
H17 -2.513295 -1.747901 -0.848073
O1 -0.519020 -0.279691 -1.060159
C11 0.461439 -0.923451 -1.682212
O2 1.048456 -1.881758 -1.253969
C12 0.765423 -0.277808 -3.036927
N1 2.143704 -0.433891 -3.422395
C13 3.161120 0.075245 -2.626088
C14 2.955232 1.086710 -1.688732
C15 4.020370 1.607235 -0.976733
C16 5.305703 1.138224 -1.179898
C17 5.518974 0.132133 -2.108540
C18 4.462037 -0.394673 -2.820881
H18 4.632466 -1.184239 -3.539502
H19 6.516339 -0.248875 -2.274195
H20 6.131782 1.547073 -0.618079
H21 3.839282 2.386948 -0.250493
H22 1.963584 1.469656 -1.502841
H23 2.359207 -1.354104 -3.780924
H24 0.497102 0.780644 -3.001860
H25 0.136024 -0.760073 -3.790395

Cartesian forces (eV/Å) of the 6 atoms listed first:
C -0.049 0.131 -0.223
H 0.104 -0.147 -0.036
H 0.100 0.011 0.105
H -0.038 -0.079 0.092
C -0.060 -0.097 0.112
C 0.135 -0.064 -0.254

Löwdin atomic charge list, values in e, 8 entries: -0.018, 0.077, 0.086, 0.091, -0.450, -0.021, 0.086, 0.092